The following is a quantum chemistry calculation of a structure of composition C2H4O2PS, from the Open Molecules 2025 dataset.

Summary:
* charge: -1

Last column: Löwdin charge in e.
CARTESIAN COORDINATES (ANGSTROEM)
C  -1.1321  -0.0569  -0.9933  -0.68
C  -0.3629  -0.0907  1.5454  -0.46
O  -1.5593  -2.9313  -0.6000  -0.46
O  0.8857  -2.0447  -1.1324  -0.42
P  -0.5106  -1.7910  -0.6606  0.49
S  -0.0245  0.9384  0.0232  0.55
H  -1.2050  0.1727  -2.0860  0.04
H  -2.1914  0.0140  -0.5685  0.05
H  -1.3843  0.0013  1.8561  -0.07
H  0.4267  -0.2842  2.2826  -0.05

Atomic forces in eV per Å
-1.2 -0.4 0.0
0.8 -1.0 -2.9
2.0 2.9 -0.2
-1.1 0.5 0.3
-1.2 -2.1 1.3
-0.4 -0.4 1.4
0.4 0.1 0.7
1.4 -0.3 -0.5
-0.3 0.2 0.4
-0.3 0.5 -0.5

---

The following is a quantum chemistry calculation of the molecule C2H4O2S, from the Open Molecules 2025 dataset.

Summary:
* charge: 0

Last column: Löwdin charge in e.
CARTESIAN COORDINATES (ANGSTROEM)
C  0.2291  -0.7864  -0.0021  -0.45
C  -1.0239  0.0244  -0.2186  -0.61
H  1.7801  0.9028  0.7293  -0.12
H  0.1702  -1.0593  1.0262  0.08
H  0.0857  -1.7226  -0.5257  0.09
H  0.0145  1.6825  -0.1643  0.08
O  -0.9439  1.3638  -0.1616  0.06
O  -2.1006  -0.4829  -0.3358  0.11
S  1.7888  0.0777  -0.3474  0.75

Atomic forces in eV per Å
-0.3 0.6 -0.1
-0.5 0.6 0.0
0.0 -0.4 -0.2
0.2 -0.2 1.0
0.5 0.0 -0.5
-1.6 -0.8 -0.1
1.8 0.8 0.0
-0.1 -0.4 -0.1
0.0 -0.1 0.1

---

The following is a quantum chemistry calculation of a cluster of 2 separate species, C2H4O2S in total, from the Open Molecules 2025 dataset.

Summary:
* charge: 0

Last column: Löwdin charge in e.
CARTESIAN COORDINATES (ANGSTROEM)
C  0.3103  -1.2797  0.4819  -0.43
C  1.1609  -0.8544  1.3646  -0.04
O  -1.1463  -0.7126  -1.5842  -0.58
O  -0.6328  2.0872  -0.8133  -0.10
S  -0.8467  -1.7100  -0.5553  0.91
H  -0.8420  1.1662  -1.1030  -0.02
H  2.2734  -1.2594  1.5337  0.12
H  0.8592  -0.0708  2.1267  0.09
H  -1.1361  2.6335  -1.4511  0.04

Atomic forces in eV per Å
-0.5 -0.2 -0.9
2.1 0.1 1.8
0.2 0.5 -0.8
-0.7 -0.4 -0.8
0.6 -0.2 1.7
0.2 0.7 0.2
-2.6 1.0 -0.9
0.2 -1.1 -0.9
0.5 -0.4 0.6

---

The following is a quantum chemistry calculation of a cluster of 2 separate species, C2H4O2S in total, from the Open Molecules 2025 dataset.

Summary:
* charge: 0

Last column: Löwdin charge in e.
CARTESIAN COORDINATES (ANGSTROEM)
C  0.8360  0.9532  0.3761  -0.11
C  -0.2892  0.1052  -0.0243  -0.78
O  0.3306  0.8549  -0.9312  0.01
O  0.1772  -1.7611  -0.1753  -0.25
S  -1.8232  0.0187  0.6046  0.90
H  0.6837  1.9088  0.9142  0.13
H  1.8014  0.4017  0.5506  0.14
H  0.8145  -1.8464  -0.9680  0.05
H  -2.5310  -0.6351  -0.3466  -0.08

Atomic forces in eV per Å
1.2 -0.8 1.8
2.9 -3.9 -0.2
-0.5 0.4 -2.0
0.6 3.2 -1.4
-2.2 0.2 0.9
0.0 -0.6 -0.5
-1.1 0.8 -0.2
-1.4 0.5 1.7
0.6 0.2 -0.1

---

The following is a quantum chemistry calculation of a cluster of 2 separate species, C2H4O2S2 in total, from the Open Molecules 2025 dataset.

Summary:
* charge: 0

Last column: Löwdin charge in e.
CARTESIAN COORDINATES (ANGSTROEM)
C  -1.2880  -1.3641  -0.1562  -0.07
C  -0.0170  -1.2175  -0.6935  -0.02
O  -2.3286  -1.5455  0.3018  0.29
O  0.5806  1.4397  0.0432  -1.33
S  1.3850  1.3928  1.5729  0.66
S  -0.9754  2.0033  -0.1797  0.31
H  0.4436  -0.2451  -0.3418  0.05
H  0.6488  -2.0387  -0.4098  0.13
H  -0.0691  -1.1304  -1.7816  0.14
H  1.6200  2.7054  1.6447  -0.15

Atomic forces in eV per Å
-3.5 0.9 1.5
1.3 -0.2 -0.4
2.8 0.0 -1.3
2.2 -0.8 0.6
-0.9 0.0 -0.9
-1.3 -0.4 0.2
-0.2 0.3 0.2
-0.2 -0.1 0.1
-0.2 0.0 0.0
0.1 0.2 0.1

---

The following is a quantum chemistry calculation of a cluster of 2 separate species, C2H4O2S2 in total, from the Open Molecules 2025 dataset.

Summary:
* charge: 0

Last column: Löwdin charge in e.
CARTESIAN COORDINATES (ANGSTROEM)
C  1.2014  -0.3359  0.0271  -0.16
C  -1.3825  -0.6766  0.2194  -0.43
O  2.5623  1.5114  -1.3598  -0.35
O  0.4273  0.4496  -2.2573  -0.39
S  -2.1051  0.5090  1.2652  0.70
S  1.3169  0.8072  -1.1910  0.65
H  1.7106  0.0563  0.8960  -0.03
H  -1.1661  -0.5896  -0.8676  0.01
H  -0.9900  -1.6053  0.8088  0.05
H  -1.5746  -0.1261  2.4593  -0.04

Atomic forces in eV per Å
-1.4 1.6 -0.7
3.3 -1.1 1.6
-0.5 0.5 -0.5
-0.2 1.1 -1.2
1.2 -1.6 0.9
0.5 -3.2 2.0
0.2 -0.1 0.5
-0.9 0.0 0.9
-1.1 1.7 -1.7
-1.1 1.1 -1.7

---

The following is a quantum chemistry calculation of the molecule C2H4O2S3, from the Open Molecules 2025 dataset.

Summary:
* charge: 0

Last column: Löwdin charge in e.
CARTESIAN COORDINATES (ANGSTROEM)
C  0.6186  -0.1499  1.1832  -0.30
C  -0.0001  -0.6298  -0.3226  -1.34
O  0.1972  0.8123  1.7605  0.04
O  -0.5123  1.8233  -0.9957  -0.48
S  -0.6130  -2.3567  -0.3701  0.64
S  1.6053  -0.5433  -1.3048  0.67
S  -1.3382  0.4047  -1.0489  0.82
H  1.4453  -0.6628  1.5096  0.07
H  -0.6175  2.2855  -0.1716  0.03
H  -1.9754  -1.9886  -0.0179  -0.07
H  1.8274  0.8098  -1.0941  -0.09

Atomic forces in eV per Å
-4.0 1.7 -2.7
1.2 0.5 1.1
0.0 -0.3 -0.2
0.1 0.2 -1.2
-1.6 1.1 0.6
-0.6 0.6 0.3
1.3 -0.4 1.1
2.2 -1.9 0.7
-0.3 0.1 0.9
2.1 -0.5 -0.4
-0.4 -1.0 -0.1

---

The following is a quantum chemistry calculation of the molecule C2H4O2Si, from the Open Molecules 2025 dataset.

Summary:
* charge: 0

Last column: Löwdin charge in e.
CARTESIAN COORDINATES (ANGSTROEM)
C  -0.6301  -0.3670  -0.3887  -0.25
C  0.1310  0.8777  0.2831  -0.40
O  -1.9695  -0.4398  -0.1369  -0.48
O  -0.4022  1.9758  -0.2567  -0.22
Si  -3.4226  0.0699  0.1008  0.97
H  -0.1221  -1.2976  -0.3549  0.11
H  -0.4947  -0.2053  -1.4104  0.10
H  1.1607  0.8901  0.1771  0.08
H  -0.0922  0.6987  1.3309  0.09

Atomic forces in eV per Å
2.6 0.7 -0.7
-3.8 0.1 -0.1
-1.0 -0.6 0.7
-0.6 0.4 0.3
0.6 0.6 0.0
0.1 -1.3 1.4
-0.3 0.9 -2.0
2.4 -1.0 -0.7
-0.1 0.3 1.1

---

The following is a quantum chemistry calculation of the molecule C2H4O3, from the Open Molecules 2025 dataset.

Summary:
* charge: 0

Last column: Löwdin charge in e.
CARTESIAN COORDINATES (ANGSTROEM)
C  1.4663  -0.0560  -0.4086  -0.03
C  -0.5808  -0.4725  0.2864  -0.28
O  0.2741  -0.3759  -0.6668  0.04
O  -2.6514  0.5231  -0.2889  -0.05
O  -1.8225  -0.7468  0.0093  -0.05
H  2.1766  -0.0694  -1.2158  0.08
H  1.7831  0.1955  0.5929  0.08
H  -0.2935  -0.1870  1.2975  0.15
H  -3.4759  0.1431  -0.6047  0.06

Atomic forces in eV per Å
3.9 1.0 0.1
-3.3 -0.4 1.7
-1.5 -0.5 -1.6
-0.1 1.7 -0.1
1.4 -1.4 0.2
-0.1 0.0 -0.1
-0.2 0.0 0.1
0.1 0.0 -0.2
-0.1 -0.4 -0.1

---

The following is a quantum chemistry calculation of a cluster of 2 separate species, C2H4O3 in total, from the Open Molecules 2025 dataset.

Summary:
* spin multiplicity: 3
* charge: 0

Last column: Löwdin charge in e.
CARTESIAN COORDINATES (ANGSTROEM)
C  -0.4460  0.2274  0.1343  -0.33
C  3.5504  -0.7565  0.0139  0.01
O  -1.3001  0.3375  -0.9479  -0.02
O  -1.2924  0.1934  1.2851  -0.04
O  2.5860  -0.7375  -0.5593  0.00
H  -0.0018  -0.7583  0.0531  0.11
H  0.2118  1.1397  -0.0062  0.14
H  -1.3710  -0.5446  -1.1775  0.05
H  -1.9370  0.8987  1.2047  0.08

Atomic forces in eV per Å
-1.0 1.4 0.4
7.1 -0.1 4.2
0.0 2.0 -0.8
1.4 -0.2 0.3
-7.1 0.1 -4.2
0.9 0.3 0.7
-0.2 -1.2 1.1
-1.1 -2.5 -1.5
0.0 0.2 -0.2

---

The following is a quantum chemistry calculation of a cluster of 2 separate species, C2H4O3P in total, from the Open Molecules 2025 dataset.

Summary:
* charge: -1

Last column: Löwdin charge in e.
CARTESIAN COORDINATES (ANGSTROEM)
C  -2.5346  0.1961  0.0048  -0.62
C  -0.7701  -1.0781  -0.3182  -0.23
O  -2.0336  1.2508  0.1620  -0.11
O  -3.5031  -0.5023  -0.0520  0.01
O  0.2615  -0.1820  -0.0541  -0.63
P  0.2816  1.4591  -0.3161  0.70
H  -0.8176  -1.4406  -1.3541  0.02
H  -0.6364  -1.9858  0.3696  0.05
H  0.0869  2.4154  0.9467  -0.10
H  1.6991  1.2497  0.1060  -0.11

Atomic forces in eV per Å
1.8 -4.8 -0.7
-2.1 0.1 1.2
0.2 2.6 0.5
-1.1 0.6 0.1
0.3 0.1 0.2
1.7 0.3 1.3
0.3 0.3 0.0
-0.4 1.3 -0.7
0.0 -1.5 -1.2
-0.6 1.0 -0.5

---

The following is a quantum chemistry calculation of the molecule C2H4O3S, from the Open Molecules 2025 dataset.

Summary:
* charge: 0

Last column: Löwdin charge in e.
CARTESIAN COORDINATES (ANGSTROEM)
C  1.1601  0.7762  1.0413  -0.12
C  0.0609  1.6166  0.5139  -0.26
H  2.3361  0.9439  1.2477  0.18
H  0.7995  0.3710  1.9528  0.09
H  -0.6297  2.1928  1.1126  0.12
H  0.4746  2.6426  -0.0321  0.17
O  -1.0213  -1.7223  0.0831  -0.42
O  1.1137  -0.3561  -0.0002  -0.38
O  -0.7258  0.8431  -0.3530  -0.35
S  -0.3275  -0.6640  -0.7157  0.96

Atomic forces in eV per Å
1.6 -2.8 -0.5
1.1 5.3 -2.2
-3.0 0.5 -1.2
-0.1 -0.8 1.0
-0.1 -0.9 1.4
-0.6 -2.8 0.3
1.2 2.8 -1.5
1.2 0.1 0.9
-1.9 0.7 -0.4
0.5 -2.1 2.4

---

The following is a quantum chemistry calculation of a cluster of 2 separate species, C2H4O3S in total, from the Open Molecules 2025 dataset.

Summary:
* charge: 0

Last column: Löwdin charge in e.
CARTESIAN COORDINATES (ANGSTROEM)
C  -1.7039  -0.0711  -1.7646  -0.14
C  0.8282  0.6479  1.2503  -0.27
O  -1.2984  1.0574  -1.7048  0.00
O  1.7007  -1.8402  1.8306  -0.48
O  1.2413  0.0406  0.0168  -0.38
S  2.1553  -0.6193  1.2499  0.98
H  -1.1394  -0.9571  -2.0879  0.08
H  -2.7495  -0.3191  -1.5776  0.07
H  1.1812  1.6020  1.3700  0.04
H  -0.2155  0.4591  1.4172  0.09

Atomic forces in eV per Å
-0.3 0.1 -0.4
0.7 -2.3 -1.0
0.2 -0.4 0.1
-0.4 -1.7 0.2
0.4 -0.4 -0.2
-1.1 2.3 0.1
0.7 0.2 0.0
-0.5 0.1 0.3
0.5 2.4 0.2
-0.1 -0.4 0.8

---

The following is a quantum chemistry calculation of a cluster of 2 separate species, C2H4O4 in total, from the Open Molecules 2025 dataset.

Summary:
* charge: 0

Last column: Löwdin charge in e.
CARTESIAN COORDINATES (ANGSTROEM)
O  -0.2608  -3.2712  -0.0037  0.06
C  -0.3124  -2.3063  -0.7206  -0.38
O  -1.3355  -1.4399  -0.5562  0.08
H  0.5518  -2.2053  -1.3897  0.14
H  -1.1701  -0.6453  -1.0828  0.10
O  0.9974  2.2414  1.9558  0.08
C  0.8423  1.7386  0.8816  -0.38
O  -0.1498  2.1023  0.0350  0.06
H  1.4603  0.9480  0.4628  0.13
H  -0.6230  2.8376  0.4177  0.11

Atomic forces in eV per Å
-0.2 0.2 -0.4
0.1 -1.6 2.0
0.9 0.4 -0.9
-0.6 1.1 -0.6
-0.2 0.0 0.0
0.2 -0.2 -0.2
-0.7 0.8 0.4
0.7 -0.9 -0.5
0.0 -0.2 -0.2
-0.3 0.5 0.5

---

The following is a quantum chemistry calculation of a cluster of 2 separate species, C2H4O4S in total, from the Open Molecules 2025 dataset.

Summary:
* charge: 0

Last column: Löwdin charge in e.
CARTESIAN COORDINATES (ANGSTROEM)
C  2.2937  -0.5623  0.4050  0.05
C  0.4551  0.1008  -0.8828  -0.46
O  -3.1105  -1.1337  -0.0524  -0.36
O  -2.5499  1.1524  0.8365  -0.31
O  -0.5394  -0.0780  -0.1233  -0.19
O  0.7625  0.3647  -2.0048  0.08
S  -2.4528  0.0387  -0.4675  1.07
H  1.5644  -1.2628  0.8985  0.01
H  3.0901  -0.9791  -0.2565  0.02
H  2.5808  0.3161  0.9602  -0.02
H  -2.0938  2.0430  0.6872  0.11

Atomic forces in eV per Å
-2.9 -0.4 -1.4
4.7 -0.8 -0.2
0.0 -0.8 0.8
0.3 -0.4 -1.5
-1.6 -0.3 0.7
-1.5 0.1 0.8
1.3 3.5 0.6
1.5 0.6 -0.3
-1.1 0.3 0.5
-0.1 0.1 0.1
-0.6 -1.9 -0.2

---

The following is a quantum chemistry calculation of the molecule C2H4O4S2, from the Open Molecules 2025 dataset.

Summary:
* charge: 0

Last column: Löwdin charge in e.
CARTESIAN COORDINATES (ANGSTROEM)
C  -0.4242  -1.4574  -0.5013  -0.54
C  -1.6673  0.7934  0.3559  -0.28
O  2.9882  -0.6632  0.1525  -0.26
O  1.3130  0.7530  1.2190  -0.27
O  2.1394  1.4290  -0.9639  -0.29
O  0.5873  -0.7706  -0.8137  -0.17
S  -1.8762  -0.9763  0.1365  1.04
S  1.9612  0.3538  0.0455  0.58
H  -0.1977  -2.5258  -0.5935  0.11
H  -2.4007  0.9342  1.0771  0.02
H  -1.8404  1.2633  -0.5646  0.04
H  -0.5824  0.8666  0.4505  0.01

Atomic forces in eV per Å
2.7 -0.1 -0.1
1.9 -1.8 -1.5
-1.6 0.9 -0.4
-1.6 0.1 1.9
-0.8 -3.0 1.8
-1.3 -0.1 -0.1
-0.7 -0.7 -0.2
4.3 2.0 -3.1
-0.9 -0.2 -0.1
-0.6 1.3 1.7
-0.9 0.8 -1.2
-0.5 0.7 1.4

---

The following is a quantum chemistry calculation of a structure of composition C2H4O8Zn, from the Open Molecules 2025 dataset.

Summary:
* charge: -2

Last column: Löwdin charge in e.
CARTESIAN COORDINATES (ANGSTROEM)
Zn  -0.0882  -0.0414  0.2607  0.56
C  -0.3419  -1.3883  -1.5581  -0.89
O  -1.4089  -0.7110  -0.9948  -0.23
O  0.4830  -1.7311  -0.6613  -0.17
O  -0.0912  -0.9361  -2.6998  -0.08
C  -0.7577  2.0747  -0.6128  -0.89
O  0.2957  1.4641  -1.1780  -0.20
O  -1.6686  2.4204  -1.4379  -0.13
O  -0.9542  1.7158  0.6175  -0.19
O  1.8419  0.3322  0.6374  -0.03
H  2.4582  1.0561  0.5830  0.06
H  2.3966  -0.4475  0.5885  0.06
O  -0.7877  -1.0572  1.8291  0.01
H  -0.5144  -0.7664  2.6961  0.07
H  -0.8626  -1.9845  1.9303  0.05

Atomic forces in eV per Å
-0.9 1.6 -1.4
-2.6 7.1 -1.3
-1.1 -3.0 -0.3
3.0 -3.5 1.2
0.8 -3.4 -1.1
-0.9 -3.7 -4.8
0.7 2.0 1.1
0.5 2.1 2.0
-0.5 1.5 2.3
1.8 -0.6 1.5
-0.3 0.9 -0.4
-0.1 -0.6 -0.3
-0.3 0.6 1.7
0.1 0.6 0.4
-0.1 -1.6 -0.7

---

The following is a quantum chemistry calculation of a structure of composition C2H4OS, from the Open Molecules 2025 dataset.

Summary:
* charge: 0

Last column: Löwdin charge in e.
CARTESIAN COORDINATES (ANGSTROEM)
C  1.8112  1.1127  0.4515  -0.06
C  0.1377  -0.2188  -0.2863  -0.85
H  2.6759  1.4378  -0.3801  0.13
H  1.9508  -0.2251  0.7185  0.15
H  1.7316  1.7030  1.8145  0.21
H  0.8022  -0.9013  -0.7730  0.04
O  0.4074  0.9727  -0.0509  -0.22
S  -1.3821  -0.9475  -0.1227  0.61

Atomic forces in eV per Å
0.8 -3.3 2.8
-5.0 -5.0 -1.2
-2.8 -0.4 2.5
0.7 4.5 -0.4
0.4 -1.6 -4.9
1.3 0.0 0.0
2.7 4.4 1.3
1.8 1.3 0.0

---

The following is a quantum chemistry calculation of the molecule C2H4OS, from the Open Molecules 2025 dataset.

Summary:
* charge: 0

Last column: Löwdin charge in e.
CARTESIAN COORDINATES (ANGSTROEM)
C  -0.4905  0.0848  0.3192  -0.35
C  1.1435  -0.2897  -0.0077  -0.12
O  -2.8353  0.6537  -0.4835  -0.59
S  -1.5467  0.2452  -0.9765  0.87
H  -0.6803  0.1513  1.3233  0.01
H  1.7054  -0.2101  1.0139  0.09
H  1.1148  -1.1814  -0.6698  0.06
H  1.5892  0.5461  -0.5189  0.02

Atomic forces in eV per Å
3.1 -0.9 -5.3
-2.6 1.1 1.8
-2.2 0.5 0.0
3.3 -0.4 2.8
-1.1 0.4 2.2
-1.1 -1.3 -1.9
0.7 0.4 1.1
-0.1 0.3 -0.6

---

The following is a quantum chemistry calculation of the molecule C2H4OS, from the Open Molecules 2025 dataset.

Summary:
* charge: 0

Last column: Löwdin charge in e.
CARTESIAN COORDINATES (ANGSTROEM)
C  -1.2171  -0.1269  0.1413  -0.59
C  1.1031  0.0422  -0.1161  -0.04
O  -0.2321  0.1817  -0.6099  -0.18
S  -2.9264  0.4888  -0.2271  0.42
H  -1.0042  -0.5771  1.1313  0.07
H  0.9847  -0.6144  0.8269  0.12
H  1.5939  1.0787  -0.2615  0.13
H  1.6981  -0.4729  -0.8849  0.08

Atomic forces in eV per Å
-5.3 2.2 0.1
0.7 -0.1 -0.5
0.3 0.1 -0.9
4.7 -2.0 1.0
-0.1 0.0 -0.6
1.1 1.8 -1.1
-0.9 -1.4 1.7
-0.5 -0.6 0.3

---

| no. | E (eV) |
| --- | --- |
| 1 | -26358.786 |
| 2 | -17069.068 |
| 3 | -17066.088 |
| 4 | -17065.309 |
| 5 | -27899.634 |
| 6 | -27897.677 |
| 7 | -38737.580 |
| 8 | -14107.159 |
| 9 | -8274.721 |
| 10 | -8273.641 |
| 11 | -17568.994 |
| 12 | -19113.960 |
| 13 | -19113.309 |
| 14 | -10328.526 |
| 15 | -21159.777 |
| 16 | -31996.966 |
| 17 | -66934.810 |
| 18 | -15016.897 |
| 19 | -15019.124 |
| 20 | -15019.162 |